P.
{"formula": "C3H11NO3", "method": "the ωB97M-V functional and the def2-TZVPD basis", "species": ["O", "O", "O", "N", "C", "C", "C", "H", "H", "H", "H", "H", "H", "H", "H", "H", "H", "H"], "xyz": [[-4.28, 1.54, 1.49], [3.23, 1.87, -3.23], [3.94, -2.01, -1.37], [-0.50, -1.38, 1.18], [-2.45, 0.10, 1.03], [-3.09, 1.43, 1.32], [-0.99, -0.02, 1.48], [-0.35, -1.46, 0.18], [3.43, -2.63, -1.91], [-2.45, 2.34, 1.40], [-2.58, -0.07, -0.05], [-3.09, -0.61, 1.50], [-0.99, 0.07, 2.57], [0.45, -1.46, 1.54], [3.89, 2.30, -3.78], [2.62, 1.39, -3.79], [3.63, -2.14, -0.47], [-0.45, 0.73, 0.90]], "lowdin_charge": [0.050, -0.058, -0.060, -0.019, -0.172, -0.276, -0.284, 0.060, 0.032, 0.124, 0.125, 0.107, 0.117, 0.058, 0.031, 0.027, 0.028, 0.110], "multiplicity": 1, "smiles": "NCCC=O.O.O", "homo_lumo_gap_ev": 10.1054, "total_charge": 0, "e_homo_ha": -0.35638}

---

Q.
{"formula": "C3H11NO3", "method": "the ωB97M-V functional and the def2-TZVPD basis", "species": ["O", "O", "O", "N", "C", "C", "C", "H", "H", "H", "H", "H", "H", "H", "H", "H", "H", "H"], "xyz": [[0.59, 3.67, 0.87], [0.39, 2.73, -2.22], [-0.31, -1.62, -1.60], [-0.19, -0.15, 0.72], [0.09, -1.59, 0.67], [-0.36, -2.32, 1.91], [-0.46, -2.27, -0.57], [0.18, -1.84, 2.78], [-0.63, -3.43, -0.54], [1.21, 2.41, -1.86], [-1.12, 0.10, 0.98], [0.10, 0.11, -0.33], [-0.24, 3.14, 0.79], [-0.05, 2.71, -1.32], [1.28, -1.71, 0.58], [-1.45, -2.14, 2.10], [0.96, 3.87, 1.72], [0.00, -3.36, 1.72]], "lowdin_charge": [-0.071, -0.071, 0.013, 0.015, -0.494, -0.099, -0.202, 0.095, 0.150, 0.015, 0.060, 0.119, 0.053, 0.033, 0.186, 0.092, 0.027, 0.080], "multiplicity": 1, "smiles": "C[C@H](N)C=O.O.O", "homo_lumo_gap_ev": 9.9317, "total_charge": 0, "e_homo_ha": -0.35455}

---

We find P to be the most stable, with the next structure 99.0 kJ/mol higher.

---

P.
{"formula": "C3H11NO3", "method": "the ωB97M-V functional and the def2-TZVPD basis", "species": ["O", "O", "O", "N", "C", "C", "C", "H", "H", "H", "H", "H", "H", "H", "H", "H", "H", "H"], "xyz": [[0.13, 2.40, 1.55], [-1.55, -0.84, -2.29], [-2.23, -2.28, 0.24], [1.19, -0.54, -1.05], [1.54, 0.49, 1.17], [0.53, -0.09, 0.15], [1.25, 1.95, 1.47], [-1.49, -2.90, 0.32], [0.62, -0.83, -1.82], [2.02, 2.74, 1.39], [0.06, -0.92, 0.62], [-1.52, 0.11, -2.38], [1.45, -0.05, 2.12], [-0.16, 0.72, -0.02], [-2.18, -1.24, -2.89], [2.59, 0.49, 0.86], [2.04, -0.06, -1.28], [-1.90, -1.64, -0.40]], "lowdin_charge": [0.034, -0.041, -0.067, 0.002, -0.128, -0.278, -0.257, 0.033, 0.032, 0.117, 0.082, 0.054, 0.117, 0.091, 0.063, 0.103, 0.060, -0.018], "multiplicity": 1, "smiles": "NCCC=O.O.O", "homo_lumo_gap_ev": 9.4545, "total_charge": 0, "e_homo_ha": -0.32900}

---

Q.
{"formula": "C3H11NO3", "method": "the ωB97M-V functional and the def2-TZVPD basis", "species": ["O", "O", "O", "N", "C", "C", "C", "H", "H", "H", "H", "H", "H", "H", "H", "H", "H", "H"], "xyz": [[-2.85, 0.73, -1.63], [-0.83, -1.45, 1.55], [5.14, -0.90, 1.19], [0.30, 0.33, -1.29], [-1.94, 1.18, -0.62], [-0.89, 0.04, -0.43], [-0.74, -0.08, 1.07], [5.44, -0.60, 0.36], [0.21, 0.19, 1.54], [0.78, 1.21, -1.06], [-1.65, 0.26, 1.56], [-2.60, 1.29, 0.17], [-1.55, 2.10, -1.04], [-1.76, -1.78, 1.60], [-2.41, 0.66, -2.54], [0.84, -0.61, -1.02], [5.77, -1.61, 1.49], [-1.27, -0.94, -0.90]], "lowdin_charge": [-0.119, -0.120, -0.065, 0.007, -0.217, -0.364, -0.209, 0.002, 0.131, 0.064, 0.109, 0.085, 0.119, 0.095, 0.123, 0.130, 0.063, 0.166], "multiplicity": 1, "smiles": "NC(CO)CO.O", "homo_lumo_gap_ev": 10.1546, "total_charge": 0, "e_homo_ha": -0.34248}

---

We find P to be the most stable, with the next structure 123.7 kJ/mol higher.

---

P.
{"formula": "C3H5F", "method": "the ωB97M-V functional and the def2-TZVPD basis", "species": ["F", "C", "C", "C", "H", "H", "H", "H", "H"], "xyz": [[0.06, -2.97, 1.08], [-0.51, 0.69, -1.43], [-0.11, 0.57, -0.23], [0.34, 0.41, 0.98], [-0.61, -0.30, -2.10], [-0.32, 0.30, 1.77], [-0.84, 1.65, -1.85], [1.32, 0.48, 1.22], [-0.38, -3.07, 1.83]], "lowdin_charge": [-0.018, -0.035, -0.209, 0.006, 0.114, 0.038, 0.059, 0.025, 0.022], "multiplicity": 1, "smiles": "C=C=C.F", "homo_lumo_gap_ev": 10.6680, "total_charge": 0, "e_homo_ha": -0.35677}

---

Q.
{"formula": "C3H5F", "method": "the ωB97M-V functional and the def2-TZVPD basis", "species": ["F", "C", "C", "C", "H", "H", "H", "H", "H"], "xyz": [[-2.56, -0.25, 0.57], [0.73, -0.28, 0.22], [-2.00, 0.51, -0.47], [2.03, -0.28, 0.10], [2.66, -0.76, 1.02], [2.70, -0.11, -0.83], [-1.34, 1.26, -0.06], [-2.27, 0.40, -1.49], [0.04, -0.49, 0.95]], "lowdin_charge": [-0.103, 0.003, 0.014, -0.141, 0.096, 0.066, 0.037, 0.042, -0.014], "multiplicity": 1, "homo_lumo_gap_ev": [8.6929, 9.3153], "total_charge": 0, "e_homo_ha": [-0.31997, -0.32490]}

---

We find P to be the most stable, with the next structure 347.3 kJ/mol higher.

---

P.
{"formula": "C5H6N2O", "method": "the ωB97M-V functional and the def2-TZVPD basis", "species": ["O", "N", "N", "C", "C", "C", "C", "C", "H", "H", "H", "H", "H", "H"], "xyz": [[2.58, -0.73, -0.59], [-1.53, -1.00, -0.68], [-1.54, 0.33, -0.34], [0.79, 1.05, -0.39], [-0.50, -1.58, 0.01], [-0.37, 0.75, 0.49], [1.57, -0.16, 0.09], [0.23, -0.58, 1.04], [1.11, 2.12, -0.55], [0.27, -0.70, 2.28], [-0.18, -2.60, -0.20], [0.32, 0.97, -1.48], [-2.24, 0.79, -1.12], [-0.50, 1.34, 1.45]], "lowdin_charge": [-0.037, 0.012, -0.106, -0.121, -0.080, -0.328, -0.185, -0.091, 0.131, 0.180, 0.094, 0.169, 0.207, 0.155], "multiplicity": 1, "smiles": "O=C1C[C@H]2NN=C[C@@H]12", "homo_lumo_gap_ev": 8.5115, "total_charge": 0, "e_homo_ha": -0.31221}

---

Q.
{"formula": "C5H6N2O", "method": "the ωB97M-V functional and the def2-TZVPD basis", "species": ["O", "N", "N", "C", "C", "C", "C", "C", "H", "H", "H", "H", "H", "H"], "xyz": [[-1.69, -2.10, 0.78], [0.94, -2.27, 0.49], [-1.79, 0.16, 0.13], [0.50, -1.04, 0.21], [0.91, 0.12, -0.15], [0.98, 2.58, -0.84], [-1.36, -1.02, 0.36], [0.56, 1.36, -0.51], [0.28, 3.39, -0.96], [-0.70, 1.05, -0.27], [0.23, -2.90, 0.85], [-2.79, 0.31, 0.19], [2.03, 2.80, -0.96], [1.91, -2.44, 0.68]], "lowdin_charge": [0.036, 0.114, 0.084, -0.188, 0.049, 0.002, -0.455, -0.198, 0.049, 0.147, 0.095, 0.100, 0.054, 0.111], "multiplicity": 1, "homo_lumo_gap_ev": 7.7980, "total_charge": 0, "e_homo_ha": -0.30399}

---

R.
{"formula": "C5H6N2O", "method": "the ωB97M-V functional and the def2-TZVPD basis", "species": ["O", "N", "N", "C", "C", "C", "C", "C", "H", "H", "H", "H", "H", "H"], "xyz": [[2.16, -1.50, -0.28], [-2.38, 0.09, -0.30], [-0.71, -2.27, 0.55], [1.16, -0.86, -0.11], [-0.05, 1.24, 0.23], [1.15, 0.63, -0.40], [-1.16, 0.20, 0.02], [-0.26, -1.17, 0.20], [0.10, 1.42, 1.31], [0.06, -2.94, 0.44], [-2.98, 0.98, -0.20], [1.34, 0.82, -1.44], [1.99, 1.10, 0.14], [-0.42, 2.25, -0.14]], "lowdin_charge": [0.124, 0.141, 0.206, -0.356, -0.156, -0.134, -0.278, -0.243, 0.128, 0.078, 0.093, 0.128, 0.136, 0.133], "multiplicity": 1, "smiles": "[H]/N=C1\\C(=O)CC\\C1=N/[H]", "homo_lumo_gap_ev": 8.7182, "total_charge": 0, "e_homo_ha": -0.34333}

---

We find R to be the most stable, with the next structure 214.0 kJ/mol higher.

---

P.
{"formula": "C5H6N2O", "method": "the ωB97M-V functional and the def2-TZVPD basis", "species": ["O", "N", "N", "C", "C", "C", "C", "C", "H", "H", "H", "H", "H", "H"], "xyz": [[-0.36, -0.25, 1.09], [2.57, -0.73, -0.51], [-1.32, 1.83, 1.05], [-1.34, 1.44, -0.26], [-0.54, 0.10, -0.24], [3.10, -1.66, -0.21], [-0.91, 0.86, 1.72], [-0.23, -0.78, -1.15], [-0.93, 0.66, 2.77], [-0.34, -0.69, -2.19], [-1.11, 2.31, -0.88], [0.19, -1.69, -0.76], [3.54, -2.53, 0.06], [-2.33, 1.13, -0.51]], "lowdin_charge": [0.023, 0.100, 0.058, -0.162, -0.318, -0.050, -0.186, 0.030, 0.127, 0.057, 0.123, 0.051, 0.029, 0.118], "multiplicity": 1, "smiles": "C=C1CN=CO1.C#N", "homo_lumo_gap_ev": 9.5621, "total_charge": 0, "e_homo_ha": -0.31637}

---

Q.
{"formula": "C5H6N2O", "method": "the ωB97M-V functional and the def2-TZVPD basis", "species": ["O", "N", "N", "C", "C", "C", "C", "C", "H", "H", "H", "H", "H", "H"], "xyz": [[-3.37, -0.06, 0.11], [-1.36, -1.33, 0.04], [-1.47, 1.17, -0.29], [0.93, -1.69, -0.10], [-0.19, -0.92, -0.05], [-2.21, -0.10, -0.20], [-0.31, 0.70, -0.28], [0.95, 1.66, 0.11], [1.33, 2.24, -1.01], [1.28, -1.34, 0.88], [1.81, -1.24, -0.88], [0.31, 2.48, 0.94], [0.86, -2.67, -0.23], [1.42, 1.11, 0.95]], "lowdin_charge": [0.121, 0.190, 0.173, -0.031, -0.379, -0.415, -0.272, -0.058, 0.162, 0.106, 0.184, 0.145, 0.042, 0.031], "multiplicity": 1, "smiles": "CC1=NC(=O)N=C1C", "homo_lumo_gap_ev": 9.8123, "total_charge": 0, "e_homo_ha": -0.37961}

---

We find P to be the most stable, with the next structure 168.4 kJ/mol higher.

---

P.
{"formula": "C3H11N2O2", "method": "the ωB97M-V functional and the def2-TZVPD basis", "species": ["O", "O", "N", "N", "C", "C", "C", "H", "H", "H", "H", "H", "H", "H", "H", "H", "H", "H"], "xyz": [[-0.46, -2.10, 3.25], [-0.24, -0.52, 1.06], [0.34, -2.64, 0.43], [0.22, 6.13, -0.02], [0.25, -1.74, -2.34], [-0.16, -1.37, 0.19], [-0.33, -1.06, -1.21], [0.20, 6.43, 0.94], [0.50, -1.00, -3.11], [0.06, 6.93, -0.62], [-0.17, -3.35, -0.07], [-1.10, -0.31, -1.44], [0.33, -2.87, 1.44], [0.98, 5.51, -0.30], [-0.79, -1.78, 4.09], [-0.30, -2.55, -2.84], [1.17, -2.25, -2.03], [-0.53, -1.46, 2.56]], "lowdin_charge": [-0.036, 0.164, 0.212, 0.003, 0.018, -0.471, 0.243, -0.009, 0.137, 0.005, 0.134, 0.171, 0.117, 0.001, 0.061, 0.167, 0.120, -0.035], "multiplicity": 1, "homo_lumo_gap_ev": 2.6948, "total_charge": 1, "e_homo_ha": -0.42247}

---

Q.
{"formula": "C3H11N2O2", "method": "the ωB97M-V functional and the def2-TZVPD basis", "species": ["O", "O", "N", "N", "C", "C", "C", "H", "H", "H", "H", "H", "H", "H", "H", "H", "H", "H"], "xyz": [[-0.90, -1.91, -0.12], [1.29, -1.56, -0.03], [0.49, -3.59, -0.74], [-1.10, 0.78, 0.02], [0.23, -2.34, -0.30], [-0.08, 2.97, 0.54], [0.16, 1.49, 0.42], [0.85, 3.46, 0.84], [-1.88, 1.04, 0.62], [-1.02, -0.27, 0.04], [2.11, -2.07, -0.02], [0.90, 1.23, -0.33], [-1.37, 1.04, -0.93], [-0.30, -4.13, -1.03], [-0.86, 3.18, 1.27], [1.36, -3.79, -1.20], [0.48, 1.06, 1.36], [-0.35, 3.41, -0.41]], "lowdin_charge": [0.061, 0.123, 0.209, 0.170, -0.616, -0.071, -0.216, 0.097, 0.166, 0.089, 0.132, 0.123, 0.173, 0.132, 0.087, 0.125, 0.130, 0.086], "multiplicity": 1, "homo_lumo_gap_ev": 11.8889, "total_charge": 1, "e_homo_ha": -0.54443}

---

We find Q to be the most stable, with the next structure 492.1 kJ/mol higher.